ORCA calculation (wB97M-V/def2-TZVPD) on a single C7H8 molecule.

Cartesian coordinates (Å):
C (-1.1088, 0.2452, -0.0087)
C (-0.5966, 1.4854, -0.6010)
C (-0.5365, -1.8502, 0.7886)
C (1.2349, 0.5257, 0.2990)
C (-0.7580, -1.0825, -0.4703)
C (0.7040, 1.8361, -0.4961)
C (0.0706, -0.5223, 0.7601)
H (-2.0404, 0.4089, 0.4997)
H (-1.2735, 2.1983, -1.2532)
H (-1.4300, -1.8821, 1.3576)
H (0.0628, -2.7723, 0.8675)
H (1.8496, 0.0636, -0.4712)
H (1.7554, 0.6545, 1.1658)
H (-0.4466, -1.1281, -1.4164)
H (0.9506, 2.7875, -1.0122)

The value obtained for the calculated total energy is -7383.13861 eV. As for the multiplicity: 1. As for the structure (SMILES): C1=C[C@H]2[C@@H]3C[C@@]23C1. Its HOMO energy is -0.3087 Ha. The gap between HOMO and LUMO is 9.5408 eV. The value obtained for the energy relative to the best compared isomer or geometry (same formula, charge and spin) is 541.1 kJ/mol.

natural (NBO) population analysis, charges in e, atoms 1 to 4: -0.26, -0.19, -0.37, -0.38

***

ORCA calculation (wB97M-V/def2-TZVPD) on a single C7H8 molecule.

Cartesian coordinates (Å):
C (-0.6020, -1.7105, -0.7251)
C (0.2542, -0.6323, -0.0538)
C (0.8311, 0.4255, -1.0542)
C (1.0519, 1.6439, -0.2662)
C (0.8241, 2.3506, 0.6840)
C (-0.5561, -0.0120, 1.0040)
C (-1.2371, 0.4663, 1.8730)
H (-1.4471, -1.2470, -1.2454)
H (-0.0236, -2.3048, -1.4376)
H (-1.0094, -2.3794, 0.0396)
H (1.1161, -1.1051, 0.4353)
H (1.7322, 0.0276, -1.5348)
H (0.1038, 0.6279, -1.8507)
H (0.3928, 2.7094, 1.5953)
H (-1.8679, 0.8522, 2.6388)

The value obtained for the calculated total energy is -7384.32297 eV. As for the multiplicity: 1. As for the structure (SMILES): C#CC[C@H](C)C#C. Its HOMO energy is -0.3462 Ha. The gap between HOMO and LUMO is 10.4558 eV. The value obtained for the energy relative to the best compared isomer or geometry (same formula, charge and spin) is 426.9 kJ/mol.

natural (NBO) population analysis, charges in e, atoms 1 to 4: -0.59, -0.29, -0.46, -0.03